No. 1
69
Properties=species:S:1:pos:R:3 method="wB97M-V/def2-TZVPD" lumo_energy_ev=2.65 total_charge=-1 e_homo_ev=-5.31 fmax_ev_per_a=0.46 de_lowest_kcal_mol=0.00
H 0.7739 1.9829 -4.3904
H 3.7568 -1.0679 -0.0583
H -2.5922 -1.3825 -2.0211
H -1.5228 2.9229 1.9500
C 1.0706 0.9862 -0.4866
H -0.4093 2.3065 -3.1227
Cl 0.4999 -5.8623 0.0911
H -0.2814 -3.1839 3.2910
H 0.7886 -0.3600 2.2526
O -2.5230 -1.1116 1.3119
H 2.4997 3.5511 -2.0782
C -0.6830 2.2357 1.8081
C -1.7668 1.5809 -0.8883
C -0.9916 -3.7233 -0.8880
Si -0.2087 2.2157 -0.0097
H -3.4195 -3.9442 1.4740
H -3.2591 -4.1444 3.2384
C -0.6587 -2.9661 2.2903
H -1.0084 1.2396 2.1141
O -0.9672 -2.5724 -1.4405
C -2.7314 -0.3306 -1.8146
H -3.2214 -0.8587 4.1840
H 3.2510 2.6980 -3.4324
H 3.5182 -0.5288 -2.4363
Pt -0.0583 -0.7589 -0.7104
H -4.4662 -3.0068 2.5728
N -1.6894 0.2807 -1.2406
O -1.9479 -4.3011 -0.3989
C 3.0172 2.5690 1.2811
H 0.8566 4.4707 -0.0477
H 4.4908 0.4739 -0.5543
C 2.9303 2.5963 -2.3911
C 2.5643 -0.3413 -2.9298
Si 2.4135 0.8287 0.8022
H 1.7686 0.7493 3.2299
C 1.7926 0.0367 2.4012
C -0.0033 4.0137 -0.5443
H -0.8886 4.5946 -0.2694
H 1.9500 -1.2368 -2.8256
H -0.7854 -3.9025 1.7487
C 3.9837 -0.0510 0.2587
C -3.9048 0.3448 -2.0909
H 0.1329 2.5570 2.4573
C -2.2660 -1.3606 4.0287
Si 1.6872 1.1709 -2.2393
H -1.4675 -0.6188 4.0824
H -4.7220 -0.1875 -2.5575
P -2.2473 -2.1118 2.3764
H 4.6760 -0.0905 1.1058
H 1.1381 -3.6795 -0.5249
Cl 0.8609 -4.7667 -2.5891
H -4.9244 2.2338 -1.9400
H 3.8521 2.4855 1.9844
H 2.2400 3.1625 1.7704
H -2.1132 -2.1087 4.8081
H 0.0691 -2.3532 1.7550
C -2.9311 2.2965 -1.1368
C 0.3195 1.5771 -3.4814
H -0.2242 0.6692 -3.7523
C -4.0123 1.6825 -1.7462
H 0.1451 4.1059 -1.6217
H 3.3673 3.1324 0.4134
H 3.8225 2.4197 -1.7863
H -2.9803 3.3382 -0.8442
F 1.5045 -1.7941 -0.0137
H 2.4375 -0.7990 2.6820
C -3.4722 -3.4341 2.4379
H 2.7616 -0.1787 -3.9950
C 0.4083 -4.3908 -0.9034


No. 2
24
Properties=species:S:1:pos:R:3 method="wB97M-V/def2-TZVPD" lumo_energy_ev=0.81 e_homo_ev=-8.54 smiles=Cc1ccc(O)cc1.CC fmax_ev_per_a=6.06 de_lowest_kcal_mol=57.09
H -1.5321 -1.1353 -3.2675
H 1.9996 0.2368 1.8626
C 2.7937 -0.3799 1.4965
C -0.2402 0.4697 0.2688
H 3.5143 -0.6631 2.2767
C -2.4456 -0.1855 0.9416
H -1.0160 1.1629 3.1186
H 2.3750 -1.3798 1.2026
O -1.0493 0.2428 2.6730
C -2.0367 -0.2258 -2.8586
C -1.1641 0.2442 1.2887
C -0.5455 0.2416 -0.9999
C -2.8445 -0.2571 -0.4412
H 0.8973 0.5430 0.6082
C 3.5281 0.2959 0.2939
H -1.9080 0.5950 -3.4546
H 3.3981 1.3233 0.1506
C -1.9083 -0.0672 -1.4397
H 0.0960 0.3569 -1.8828
H -3.9902 -0.4712 -0.4977
H -3.0433 -0.7322 -3.0293
H 4.5878 0.3129 0.5499
H 3.4875 -0.1830 -0.6882
H -2.9538 -0.3450 1.8278